<w>
{
  "formula": "C4H4O2",
  "method": "wB97M-V/def2-TZVPD",
  "s_squared": 2.007,
  "e_lumo_ev": [0.8818, -1.5810],
  "spin_multiplicity": 3,
  "species": ["C", "C", "C", "C", "O", "O", "H", "H", "H", "H"],
  "coordinates": [[0.81, 1.18, -1.07], [-0.55, 0.76, -0.97], [0.08, 0.41, 0.42], [0.04, -0.95, 1.04], [1.92, 1.29, -1.53], [-1.05, 1.07, 0.26], [-1.09, 0.03, -1.56], [-0.24, -0.82, 2.05], [0.90, -1.51, 0.82], [-0.81, -1.46, 0.53]]
}

<x>
{
  "formula": "C4H4O2",
  "method": "wB97M-V/def2-TZVPD",
  "s_squared": 2.021,
  "e_lumo_ev": [-0.1060, -3.0036],
  "spin_multiplicity": 3,
  "species": ["C", "C", "C", "C", "O", "O", "H", "H", "H", "H"],
  "coordinates": [[-0.86, -0.06, -0.31], [0.20, -0.85, -0.43], [1.79, 0.86, 0.48], [1.55, -0.51, 0.08], [1.88, 1.37, -0.59], [2.49, -1.28, 0.00], [-1.83, -0.36, -0.67], [-0.81, 0.92, 0.15], [0.14, -1.83, -0.88], [2.00, 1.31, 1.46]]
}

Stability verdict: <x>, ahead by 34.2 kcal/mol

<w>
{
  "formula": "H13O6S",
  "method": "wB97M-V/def2-TZVPD",
  "e_lumo_ev": 3.0948,
  "charge": -1,
  "species": ["S", "H", "H", "H", "O", "H", "H", "O", "H", "H", "O", "H", "H", "O", "H", "H", "O", "H", "H", "O"],
  "coordinates": [[-2.34, -0.06, 1.61], [-2.93, -1.24, 1.77], [-2.81, -0.21, -0.98], [-3.23, 1.13, -1.50], [-3.06, 0.23, -1.79], [1.59, -1.24, -1.52], [1.57, -1.68, -0.17], [2.02, -1.94, -0.95], [0.38, 1.64, -2.59], [-0.35, 0.46, -1.94], [0.22, 0.72, -2.72], [2.26, 0.92, 1.47], [2.93, -0.23, 0.43], [3.10, 0.30, 1.32], [1.36, -1.14, 2.18], [-0.11, -1.15, 1.88], [0.76, -1.46, 1.51], [-1.01, 1.27, 1.09], [-0.18, 1.96, -0.01], [-0.15, 1.75, 0.91]]
}

<x>
{
  "formula": "H13O6S",
  "method": "wB97M-V/def2-TZVPD",
  "e_lumo_ev": 3.3142,
  "charge": -1,
  "species": ["S", "H", "H", "H", "O", "H", "H", "O", "H", "H", "O", "H", "H", "O", "H", "H", "O", "H", "H", "O"],
  "coordinates": [[0.60, 0.53, 0.69], [0.87, 1.88, 0.89], [-1.02, 2.32, -0.62], [-1.37, 2.98, 0.73], [-1.51, 3.05, -0.21], [-0.73, -1.80, 1.70], [-0.25, -3.15, 1.36], [-1.03, -2.72, 1.73], [-2.13, -0.58, -0.08], [-1.79, 0.93, -0.18], [-2.41, 0.24, -0.47], [1.08, -1.09, -0.85], [1.24, -1.25, -2.29], [1.39, -1.77, -1.49], [2.28, -1.89, 3.22], [1.51, -0.85, 2.20], [1.45, -1.54, 2.88], [0.32, 1.07, -2.59], [0.46, 2.13, -3.53], [1.04, 1.51, -3.08]]
}

Stability verdict: <x>, ahead by 1.8 kcal/mol

<w>
{
  "formula": "C14H16O",
  "method": "wB97M-V/def2-TZVPD",
  "smiles": "C=C1c2ccccc2C(=O)[C@@]1(C)C(C)C",
  "e_lumo_ev": 0.2003,
  "species": ["C", "C", "C", "C", "C", "C", "C", "C", "C", "C", "C", "C", "C", "C", "O", "H", "H", "H", "H", "H", "H", "H", "H", "H", "H", "H", "H", "H", "H", "H", "H"],
  "coordinates": [[-3.95, -0.17, 0.38], [-3.66, 1.22, 0.40], [-2.90, -1.06, 0.15], [-2.32, 1.73, 0.34], [-1.58, -0.55, -0.05], [-1.34, 0.83, 0.06], [-0.39, -1.24, -0.47], [0.06, 1.24, -0.33], [-0.30, -2.49, -0.89], [0.96, 0.07, -0.62], [1.55, 0.08, -1.97], [3.36, 0.67, 0.40], [1.36, -0.08, 1.91], [2.07, -0.27, 0.53], [0.39, 2.39, -0.48], [-5.04, -0.50, 0.42], [-4.48, 1.91, 0.41], [-3.18, -2.11, 0.07], [-2.07, 2.87, 0.50], [0.48, -3.03, -1.42], [-1.16, -3.11, -1.07], [2.06, 1.07, -2.00], [0.79, 0.04, -2.77], [2.32, -0.76, -2.07], [3.07, 1.69, 0.30], [4.05, 0.16, -0.27], [3.93, 0.55, 1.32], [1.48, 0.88, 2.30], [1.66, -0.79, 2.65], [0.26, -0.01, 1.82], [2.54, -1.22, 0.45]]
}

<x>
{
  "formula": "C14H16O",
  "method": "wB97M-V/def2-TZVPD",
  "smiles": "Cc1ccc(O)cc1.Cc1ccccc1",
  "e_lumo_ev": 0.7930,
  "species": ["C", "C", "C", "C", "C", "C", "C", "H", "H", "H", "H", "H", "H", "H", "H", "C", "C", "C", "C", "C", "C", "C", "O", "H", "H", "H", "H", "H", "H", "H", "H"],
  "coordinates": [[-0.94, 1.62, -3.73], [-0.88, 2.78, -0.13], [-1.34, 2.43, -1.39], [0.47, 2.78, 0.16], [-0.46, 1.95, -2.35], [1.34, 2.36, -0.83], [0.90, 1.86, -2.04], [-1.61, 3.02, 0.63], [-2.39, 2.35, -1.62], [0.90, 3.18, 1.07], [2.37, 2.17, -0.52], [-0.14, 1.62, -4.46], [-1.63, 2.39, -4.09], [1.57, 1.38, -2.73], [-1.48, 0.67, -3.88], [-2.15, -1.47, 1.13], [1.48, -2.39, 0.72], [0.18, -1.99, 0.47], [1.92, -2.50, 2.05], [-0.71, -1.67, 1.50], [1.08, -2.11, 3.07], [-0.25, -1.78, 2.80], [3.17, -2.96, 2.36], [2.23, -2.34, -0.06], [-0.19, -1.91, -0.54], [3.63, -3.22, 1.55], [1.44, -2.21, 4.08], [-2.71, -2.40, 1.25], [-2.24, -1.17, 0.09], [-0.89, -1.64, 3.65], [-2.69, -0.78, 1.78]]
}

<y>
{
  "formula": "C14H16O",
  "method": "wB97M-V/def2-TZVPD",
  "smiles": "Cc1ccc(O)cc1.Cc1ccccc1",
  "e_lumo_ev": 0.8605,
  "species": ["C", "C", "C", "C", "C", "C", "C", "H", "H", "H", "H", "H", "H", "H", "H", "C", "C", "C", "C", "C", "C", "C", "O", "H", "H", "H", "H", "H", "H", "H", "H"],
  "coordinates": [[-3.64, 3.05, -2.76], [-1.31, 1.04, 0.24], [-1.19, 2.41, 0.07], [-2.24, 0.34, -0.52], [-1.98, 3.09, -0.87], [-3.00, 0.99, -1.48], [-2.84, 2.37, -1.69], [-0.54, 0.58, 0.84], [-0.49, 3.01, 0.65], [-2.52, -0.69, -0.27], [-1.95, 4.15, -1.05], [-3.87, 0.55, -1.98], [-4.54, 2.48, -3.03], [-3.04, 3.17, -3.67], [-4.00, 4.05, -2.50], [3.47, -2.38, 3.27], [2.13, -0.47, 0.26], [1.50, -1.49, -0.44], [2.75, -0.80, 1.45], [2.78, -2.09, 1.97], [1.60, -2.80, 0.00], [2.18, -3.09, 1.22], [0.86, -1.16, -1.59], [2.02, 0.56, -0.07], [3.23, 0.00, 2.01], [1.28, -3.62, -0.64], [0.29, -1.88, -1.87], [4.11, -1.56, 3.56], [4.10, -3.27, 3.27], [2.14, -4.11, 1.54], [2.74, -2.42, 4.08]]
}

Stability verdict: <y>, ahead by 2.7 kcal/mol

<w>
{
  "formula": "C5H12O3",
  "method": "wB97M-V/def2-TZVPD",
  "smiles": "O=CCCCCO.O",
  "e_lumo_ev": 0.5660,
  "species": ["O", "C", "C", "C", "C", "C", "O", "H", "H", "H", "H", "H", "H", "H", "H", "H", "H", "H", "H", "O"],
  "coordinates": [[2.09, 3.50, 0.51], [1.64, 2.40, 0.68], [0.24, 1.93, 0.43], [0.18, 1.33, -1.01], [0.14, -0.23, -1.05], [1.16, -0.84, -0.09], [0.64, -1.18, 1.19], [2.43, 1.66, 0.93], [-0.15, 1.48, 1.33], [-0.44, 2.77, 0.24], [-0.75, 1.55, -1.54], [1.06, 1.54, -1.61], [0.46, -0.58, -2.04], [-0.83, -0.67, -0.82], [1.38, -1.86, -0.41], [2.14, -0.36, -0.04], [0.39, -0.48, 1.74], [-3.48, -3.39, 0.28], [-4.08, -4.58, 0.99], [-4.23, -3.98, 0.26]]
}

<x>
{
  "formula": "C5H12O3",
  "method": "wB97M-V/def2-TZVPD",
  "e_lumo_ev": 0.6929,
  "species": ["O", "C", "C", "O", "C", "H", "H", "H", "H", "H", "H", "H", "H", "C", "O", "C", "H", "H", "H", "H"],
  "coordinates": [[-1.63, -2.52, 0.75], [-2.36, -1.75, 1.62], [-1.65, -0.50, 2.13], [-1.22, 0.32, 1.02], [-0.59, 1.54, 1.41], [-2.64, -2.31, 2.54], [-3.32, -1.40, 1.17], [-0.75, -0.77, 2.71], [-2.34, 0.11, 2.74], [-0.39, 2.11, 0.49], [-1.28, 2.11, 2.06], [0.36, 1.33, 1.91], [-1.04, -1.67, 0.02], [1.74, -1.05, 0.51], [1.02, -0.40, -0.55], [-0.29, -0.48, -0.56], [2.53, -1.65, 0.05], [2.18, -0.29, 1.16], [1.05, -1.68, 1.09], [-0.66, 0.21, -1.34]]
}

<y>
{
  "formula": "C5H12O3",
  "method": "wB97M-V/def2-TZVPD",
  "smiles": "CC(=O)O.C=CC.O",
  "e_lumo_ev": 0.6912,
  "species": ["C", "C", "O", "O", "O", "H", "H", "H", "H", "H", "H", "C", "C", "C", "H", "H", "H", "H", "H", "H"],
  "coordinates": [[-0.92, -1.74, 0.57], [-0.75, -0.71, 1.63], [-0.18, -1.89, -0.41], [-2.11, -0.23, -1.10], [-1.88, -2.62, 0.85], [-1.19, -0.63, -1.32], [-2.65, -0.22, -1.90], [-1.88, -3.33, 0.19], [-1.72, -0.39, 1.98], [-0.19, 0.14, 1.25], [-0.20, -1.15, 2.46], [2.16, 0.54, -0.78], [1.10, 1.59, -0.77], [0.95, 2.51, 0.17], [0.43, 1.58, -1.62], [2.75, 0.59, -1.69], [1.70, -0.45, -0.75], [2.82, 0.64, 0.08], [1.58, 2.53, 1.05], [0.19, 3.26, 0.11]]
}

<z>
{
  "formula": "C5H12O3",
  "method": "wB97M-V/def2-TZVPD",
  "smiles": "CC(C)CC(=O)O.O",
  "e_lumo_ev": 0.6785,
  "species": ["O", "C", "O", "C", "C", "C", "C", "H", "H", "H", "H", "H", "H", "H", "H", "H", "H", "H", "H", "O"],
  "coordinates": [[-0.32, -0.08, 1.47], [0.77, 0.06, 0.93], [1.66, 0.80, 1.62], [1.19, -0.42, -0.42], [0.53, 0.54, -1.49], [-0.94, 0.81, -1.25], [0.72, -0.21, -2.82], [1.62, 0.84, 2.59], [2.28, -0.37, -0.59], [0.83, -1.46, -0.56], [1.06, 1.48, -1.43], [-1.42, 1.33, -2.07], [-1.65, -0.03, -1.22], [-1.21, 1.27, -0.30], [1.72, -0.20, -3.23], [0.34, -1.21, -2.78], [-0.06, 0.13, -3.56], [-2.98, -1.97, 1.42], [-2.27, -0.63, 1.68], [-2.77, -1.33, 2.11]]
}

Stability verdict: <z>, ahead by 4.8 kcal/mol

<w>
{
  "formula": "C3H9N",
  "method": "wB97M-V/def2-TZVPD",
  "s_squared": 0.762,
  "e_lumo_ev": [-4.5296, -7.9040],
  "spin_multiplicity": 2,
  "charge": 1,
  "species": ["C", "H", "H", "H", "H", "C", "C", "N", "H", "H", "H", "H", "H"],
  "coordinates": [[-2.39, 3.78, 1.17], [-3.43, 3.43, 1.15], [-2.31, 4.40, 2.06], [-1.79, 2.88, 1.30], [-2.19, 4.16, 0.18], [2.66, -1.95, -0.62], [1.54, -2.67, -1.00], [0.28, -2.30, -0.85], [2.47, -1.24, 0.19], [3.64, -2.22, -0.98], [1.78, -3.68, -1.33], [0.10, -1.54, -0.20], [-0.37, -3.04, -1.08]]
}

<x>
{
  "formula": "C3H9N",
  "method": "wB97M-V/def2-TZVPD",
  "s_squared": 0.762,
  "e_lumo_ev": [-6.9095, -10.6469],
  "spin_multiplicity": 2,
  "charge": 1,
  "species": ["C", "C", "H", "H", "H", "H", "H", "H", "C", "N", "H", "H", "H"],
  "coordinates": [[-2.98, 2.37, 1.21], [-3.50, 1.89, -0.12], [-2.53, 1.54, 1.70], [-3.90, 2.58, 1.73], [-2.35, 3.18, 1.10], [-4.13, 0.95, 0.00], [-4.18, 2.62, -0.60], [-2.64, 1.72, -0.73], [5.56, -3.40, -1.06], [4.80, -3.52, -0.04], [6.53, -3.71, -1.03], [5.37, -3.09, -2.14], [3.93, -3.13, -0.02]]
}

Stability verdict: <w>, ahead by 65.3 kcal/mol